C31H32Br2GeN4OOs as an isolated structure in a non-equilibrium geometry, computed with ωB97M-V with the def2-TZVPD basis set.

Values from the calculation:
* spin multiplicity: 2
* calculated total energy: -8809.389732 a.u.
* net charge: +3
* ⟨S²⟩: 0.76

CARTESIAN COORDINATES (ANGSTROEM)
Os (0.39403, -0.38694, 0.91403)
N (0.33638, 1.23442, 2.34272)
C (1.67924, 1.64359, 2.82391)
C (2.33591, 0.42168, 3.42017)
N (2.37235, -0.65813, 2.40728)
C (3.61377, -0.73499, 1.62560)
C (3.40564, -0.02555, 0.31336)
N (2.19304, -0.60152, -0.30188)
H (-0.12918, 2.05310, 1.94378)
H (-0.21337, 0.97086, 3.16100)
H (1.61826, 2.44582, 3.56003)
H (2.23481, 2.01321, 1.96572)
H (1.76951, 0.07216, 4.28568)
H (3.33444, 0.68553, 3.77325)
H (2.23032, -1.54288, 2.88005)
H (3.83770, -1.78818, 1.44317)
H (4.47056, -0.31050, 2.15160)
H (4.29280, -0.15275, -0.31075)
H (3.24320, 1.04303, 0.43954)
H (2.30649, -1.60967, -0.38664)
H (2.04742, -0.22051, -1.23494)
Br (-1.08468, -3.59764, -2.75789)
C (-1.21797, -3.85677, -0.92975)
C (-1.81188, -5.00003, -0.41965)
C (-1.92290, -5.19605, 0.95126)
Br (-2.70513, -6.74169, 1.56246)
C (-1.43960, -4.20605, 1.88522)
C (-1.54461, -4.29812, 3.28006)
C (-1.07098, -3.26691, 4.06242)
C (-0.48425, -2.16197, 3.45357)
N (-0.36165, -2.05063, 2.13058)
C (-0.84142, -3.05987, 1.35804)
C (-0.69370, -2.87013, -0.05134)
O (-0.09060, -1.81243, -0.45011)
H (-2.18957, -5.75285, -1.09814)
H (-1.99710, -5.17018, 3.73399)
H (-1.15137, -3.30277, 5.13997)
H (-0.09768, -1.34681, 4.05264)
C (2.27366, 1.07107, -5.10260)
C (1.68810, -0.10232, -4.65079)
C (0.94811, -0.11518, -3.43643)
C (0.77793, 1.04868, -2.68940)
C (1.36824, 2.22712, -3.15961)
C (2.11682, 2.23187, -4.37136)
Ge (-0.35780, 1.05005, -1.10102)
C (-2.09951, 0.34828, -1.51001)
C (-3.01047, 0.13098, -0.46973)
C (-4.31939, -0.23430, -0.74886)
C (-4.71625, -0.42047, -2.06781)
C (-3.81317, -0.23301, -3.10447)
C (-2.50183, 0.13498, -2.82858)
C (-0.38406, 2.81830, -0.31270)
C (-1.60357, 3.43029, -0.00747)
C (-1.62349, 4.72299, 0.50505)
C (-0.43494, 5.40317, 0.73433)
C (0.78442, 4.80161, 0.44086)
C (0.81004, 3.51084, -0.06797)
H (2.84338, 1.07889, -6.02193)
H (1.79335, -1.01541, -5.22357)
H (0.50248, -1.04662, -3.09963)
H (1.22796, 3.16198, -2.63112)
H (2.54910, 3.15968, -4.72401)
H (-2.70364, 0.26584, 0.56507)
H (-5.03001, -0.37246, 0.05567)
H (-5.72963, -0.73081, -2.28533)
H (-4.12858, -0.37458, -4.12987)
H (-1.80662, 0.27573, -3.64839)
H (-2.53800, 2.91545, -0.19668)
H (-2.57053, 5.20245, 0.71557)
H (-0.45601, 6.40181, 1.14992)
H (1.70815, 5.34279, 0.60228)
H (1.76757, 3.04942, -0.29942)

Charges obtained by Löwdin population analysis, quoted in units of e: Os 1.408; N -0.079; C -0.184; C -0.159; N -0.086; C -0.155; C -0.172; N -0.043; H 0.081; H 0.117; H 0.150; H 0.100; H 0.127; H 0.145; H 0.120; H 0.144; H 0.147; H 0.152; H 0.110; H 0.127; H 0.057; Br 0.987; C -0.552; C -0.120; C -0.580; Br 1.015; C -0.151; C 0.050; C 0.023; C -0.077; N -0.021; C -0.145; C -0.359; O -0.231; H 0.122; H 0.114; H 0.139; H 0.111; C -0.047; C -0.035; C -0.133; C -0.337; C -0.068; C -0.028; Ge 1.009; C -0.335; C -0.146; C -0.058; C -0.039; C -0.041; C -0.088; C -0.351; C -0.084; C -0.037; C -0.033; C -0.050; C -0.158; H 0.126; H 0.116; H 0.056; H 0.093; H 0.121; H 0.083; H 0.116; H 0.123; H 0.123; H 0.106; H 0.104; H 0.124; H 0.125; H 0.121; H 0.094


An isolated ion of composition C4H6NO and charge +1 in a non-equilibrium geometry, computed with ωB97M-V with the def2-TZVPD basis set.

Values from the calculation:
* SMILES: C[N+]1=C[C@@]12CO2
* spin multiplicity: 1
* net charge: +1
* ΔE to the lowest compared entry with this formula, charge and spin: 4.161 eV

CARTESIAN COORDINATES (ANGSTROEM)
C (0.27870, 1.02850, -1.44630)
N (0.50722, 0.07439, -0.46410)
C (1.35284, -0.67748, 0.08890)
C (0.09051, -0.79175, 0.73220)
C (-1.06745, -0.52982, 1.62403)
O (-1.03450, -1.55005, 0.62870)
H (0.52336, 2.03206, -1.14716)
H (-0.88356, 1.14251, -1.58907)
H (0.72372, 0.71082, -2.36616)
H (2.32974, -0.97060, 0.09448)
H (-1.02825, -0.73179, 2.59876)
H (-1.79233, 0.26320, 1.24571)

Charges obtained by Löwdin population analysis, quoted in units of e: C 0.018; N 0.083; C 0.229; C -0.232; C 0.046; O 0.088; H 0.115; H 0.161; H 0.110; H 0.137; H 0.082; H 0.163


C13H11AsCl2O2S6Tc as an isolated structure in a non-equilibrium geometry, computed with ωB97M-V with the def2-TZVPD basis set.

Values from the calculation:
* spin multiplicity: 1
* net charge: +1
* ΔE to the lowest compared entry with this formula, charge and spin: 0.140 eV

CARTESIAN COORDINATES (ANGSTROEM)
Tc (0.21632, 2.84664, -0.89083)
Cl (2.14728, 4.23457, 0.13124)
C (2.85971, 3.08141, 1.28467)
C (3.36669, 3.53089, 2.47704)
C (3.75861, 2.57027, 3.41215)
C (3.57763, 1.20966, 3.14837)
C (3.08628, 0.71330, 1.92536)
Cl (3.01053, -0.91430, 1.62906)
C (2.65423, 1.66996, 1.00192)
S (1.92509, 1.30394, -0.48676)
H (3.28783, 4.62288, 2.54420)
H (4.19625, 2.92418, 4.37544)
H (3.80090, 0.58005, 3.99585)
S (-1.83268, 4.08974, -5.84120)
As (-0.27928, 3.65166, -4.09376)
S (-0.42421, 1.68180, -2.99885)
S (0.18489, 4.71412, -2.52930)
S (0.22731, 3.40363, -6.03423)
O (-1.00064, 2.69940, 0.09637)
C (-1.91919, -2.07968, -2.82406)
S (-1.34544, -3.62625, -2.08215)
O (0.16286, -3.45639, -2.06650)
C (-1.86289, -3.45696, -0.33500)
C (-3.20199, -3.32620, -0.03545)
C (-3.56763, -2.94501, 1.25230)
C (-2.63440, -2.83112, 2.26652)
C (-1.25551, -2.92146, 1.96290)
C (-0.93349, -3.25828, 0.67589)
H (-1.08692, -1.46886, -2.76397)
H (-2.75883, -1.65283, -2.24281)
H (-2.31947, -2.29914, -3.85479)
H (-3.96468, -3.56232, -0.79956)
H (-4.63069, -2.90066, 1.43812)
H (-3.05791, -2.75681, 3.24876)
H (-0.45244, -2.65659, 2.66937)
H (0.06588, -3.41524, 0.34368)

Charges obtained by Löwdin population analysis, quoted in units of e: Tc 0.725; Cl 0.691; C -0.580; C -0.097; C -0.045; C -0.069; C -0.740; Cl 0.805; C -0.698; S 0.615; H 0.119; H 0.136; H 0.117; S 0.176; As -0.219; S 0.128; S 0.149; S 0.167; O -0.370; C -0.240; S 0.931; O -0.554; C -0.374; C -0.109; C -0.088; C -0.069; C -0.060; C -0.096; H -0.014; H 0.057; H 0.075; H 0.123; H 0.105; H 0.100; H 0.112; H 0.091


A single C2H9N3O molecule in a non-equilibrium geometry, computed with ωB97M-V with the def2-TZVPD basis set.

Values from the calculation:
* SMILES: CCN(O)NN
* spin multiplicity: 1
* ΔE to the lowest compared entry with this formula, charge and spin: 4.106 eV

CARTESIAN COORDINATES (ANGSTROEM)
C (-0.35506, 0.95918, 1.34712)
C (0.59504, -0.17867, 0.98214)
N (1.11646, -0.20553, -0.47509)
O (1.25607, 1.09060, -0.97527)
N (0.38104, -0.94423, -1.37541)
N (-1.01838, -0.65715, -1.33594)
H (-1.29150, 0.88146, 0.79446)
H (0.10475, 1.92436, 1.12743)
H (-0.56203, 0.93189, 2.41434)
H (0.16574, -1.15554, 1.21385)
H (1.51386, -0.08368, 1.56707)
H (0.36671, 1.41554, -1.21068)
H (0.61137, -1.92768, -1.25151)
H (-1.41727, -0.86197, -2.24369)
H (-1.46681, -1.18858, -0.57882)

Charges obtained by Löwdin population analysis, quoted in units of e: C -0.114; C -0.194; N -0.245; O -0.055; N -0.138; N 0.008; H 0.055; H 0.068; H 0.069; H 0.099; H 0.102; H 0.082; H 0.116; H 0.073; H 0.074


C14H37FeO14 as an isolated structure in a non-equilibrium geometry, computed with ωB97M-V with the def2-TZVPD basis set.

Values from the calculation:
* spin multiplicity: 5
* net charge: -1
* ΔE to the lowest compared entry with this formula, charge and spin: 0.610 eV
* ⟨S²⟩: 6.01

CARTESIAN COORDINATES (ANGSTROEM)
Fe (-9.86052, 7.85716, -22.19871)
C (-12.56517, 11.06555, -24.03474)
C (-11.49818, 9.98874, -24.32377)
O (-10.88650, 9.47593, -23.18314)
H (-12.17225, 11.92944, -23.49866)
H (-13.28270, 10.58132, -23.37233)
H (-13.13535, 11.29238, -24.93560)
H (-10.93454, 10.39716, -25.16258)
H (-12.02942, 9.12609, -24.72593)
C (-12.75471, 5.69164, -20.11067)
C (-12.68185, 4.37641, -19.75325)
C (-11.39812, 3.59338, -19.85716)
O (-11.22287, 2.30892, -19.52784)
C (-10.24202, 4.15105, -20.30217)
C (-10.16182, 5.55784, -20.70935)
C (-11.56079, 6.36334, -20.67432)
O (-11.55607, 7.53966, -21.17122)
O (-9.17065, 6.11645, -21.20768)
O (-13.80350, 3.86133, -19.36552)
H (-13.67618, 6.24308, -19.99569)
H (-9.33413, 3.56818, -20.35124)
C (-18.13334, 3.49931, -17.27386)
C (-17.27833, 2.91137, -18.37923)
O (-16.88784, 3.79122, -19.30576)
H (-19.14907, 3.51928, -17.66882)
H (-17.82091, 4.52351, -17.07016)
H (-18.18216, 2.95064, -16.33330)
H (-17.85892, 2.15148, -18.90229)
H (-16.49050, 2.26706, -17.98894)
H (-15.95848, 3.92000, -19.10252)
C (-14.79154, 9.32617, -20.95406)
C (-14.49649, 9.22928, -19.46494)
O (-13.11206, 9.12194, -19.31218)
H (-14.20747, 10.04145, -21.53314)
H (-15.84721, 9.58361, -21.04001)
H (-14.66657, 8.33726, -21.39515)
H (-15.09502, 8.48159, -18.94454)
H (-14.76411, 10.21400, -19.08178)
H (-12.73482, 8.58647, -20.01400)
C (-14.58294, 6.35948, -16.55427)
C (-13.25463, 5.81739, -16.12976)
O (-12.33408, 6.40240, -17.04539)
H (-15.38761, 5.96344, -15.93479)
H (-14.84387, 6.25111, -17.60701)
H (-14.63360, 7.42353, -16.32337)
H (-13.29322, 4.72839, -16.10316)
H (-13.09906, 6.17969, -15.11357)
H (-12.71916, 6.42647, -17.92444)
O (-9.44881, 9.12165, -20.37296)
H (-8.63102, 9.52480, -20.08156)
H (-9.99909, 9.85898, -20.63708)
O (-10.10777, 6.53591, -23.73023)
H (-9.91452, 5.60284, -23.63931)
H (-10.10447, 6.69075, -24.67481)
O (-9.02042, 2.57051, -17.10809)
H (-9.36944, 2.60070, -17.99888)
H (-9.03883, 3.48062, -16.81215)
O (-9.39162, 2.52589, -23.23922)
H (-10.11242, 1.98061, -23.55442)
H (-9.64291, 2.76338, -22.34665)
O (-13.57952, 0.89034, -18.97223)
H (-12.66711, 1.03696, -19.22171)
H (-13.95360, 1.76873, -18.90336)
O (-14.04742, 2.55586, -22.17298)
H (-13.80596, 2.97195, -21.34545)
H (-14.40288, 1.70427, -21.91866)

Charges obtained by Löwdin population analysis, quoted in units of e: Fe 0.884; C -0.101; C -0.453; O -0.355; H 0.066; H 0.036; H 0.062; H 0.080; H 0.087; C 0.006; C -0.345; C -0.284; O -0.064; C -0.022; C -0.275; C -0.198; O -0.110; O -0.063; O -0.050; H 0.112; H 0.114; C -0.080; C -0.409; O -0.036; H 0.063; H 0.065; H 0.066; H 0.106; H 0.114; H 0.054; C -0.082; C -0.331; O -0.078; H 0.060; H 0.070; H 0.073; H 0.099; H 0.104; H 0.025; C -0.108; C -0.304; O -0.080; H 0.068; H 0.065; H 0.075; H 0.109; H 0.108; H 0.025; O -0.029; H 0.072; H 0.061; O -0.025; H 0.079; H 0.091; O -0.056; H -0.007; H 0.026; O -0.051; H 0.035; H -0.004; O -0.086; H -0.016; H -0.020; O -0.053; H -0.015; H 0.028


A 7-piece molecular cluster, C4H20NO8 overall in a non-equilibrium geometry, computed with ωB97M-V with the def2-TZVPD basis set.

Values from the calculation:
* spin multiplicity: 1
* net charge: -1
* ΔE to the lowest compared entry with this formula, charge and spin: 1.577 eV

CARTESIAN COORDINATES (ANGSTROEM)
C (-0.86965, -0.70044, 1.44573)
N (0.35725, -0.92733, 1.74243)
C (2.07868, 0.71702, 1.30850)
C (1.49177, -0.67527, 0.91092)
C (2.47970, -1.80249, 1.20852)
O (2.84208, -1.78662, 2.56511)
O (-1.48446, -0.25458, 0.39675)
H (-1.57157, -1.06930, 2.21544)
H (2.01870, -1.87463, 3.06130)
H (3.00475, 0.56741, 1.86491)
H (1.42899, 1.23857, 2.00934)
H (2.28799, 1.37502, 0.46614)
H (1.42546, -0.47780, -0.16519)
H (3.36105, -1.70025, 0.56773)
H (2.06662, -2.78262, 0.93433)
H (1.11136, 0.84510, -3.04441)
H (0.84872, 0.44273, -1.57734)
O (1.45826, 0.91977, -2.15096)
H (1.55004, -1.36417, -2.79926)
H (0.07322, -1.11111, -3.19955)
O (0.94925, -1.35464, -3.54839)
H (-3.14085, 0.16204, 0.93899)
H (-4.04500, 0.98162, 0.10360)
O (-3.99925, 0.64367, 1.00685)
H (-1.05673, 3.18266, 0.91085)
H (0.15021, 2.85619, 0.31943)
O (-0.15529, 3.55395, 0.91298)
H (-1.79313, 1.08600, -0.74426)
H (-2.14679, 1.90916, -2.15690)
O (-2.42510, 1.60224, -1.29518)
H (-2.18532, -0.31881, -2.10779)
H (-1.29066, -1.31840, -1.57425)
O (-1.49758, -0.92031, -2.43791)

Charges obtained by Löwdin population analysis, quoted in units of e: C -0.408; N 0.031; C -0.048; C -0.396; C -0.263; O -0.086; O -0.192; H 0.109; H 0.076; H 0.062; H 0.071; H 0.058; H 0.091; H 0.115; H 0.110; H 0.031; H -0.007; O -0.070; H 0.022; H -0.023; O -0.087; H -0.019; H -0.005; O -0.112; H 0.038; H 0.011; O -0.072; H -0.001; H 0.042; O -0.085; H 0.029; H 0.049; O -0.073